No. 1
{
  "formula": "C5H15NOS",
  "method": "ωB97M-V/def2-TZVPD",
  "smiles": "CCN[C@@H](C)CS.O",
  "gap_ev": 9.686,
  "energy_ev": -19800.215,
  "homo_ev": -9.1,
  "charge": 0,
  "e_lumo_ev": 0.6,
  "species": ["H", "H", "C", "O", "S", "H", "H", "H", "C", "H", "H", "H", "H", "H", "C", "H", "H", "H", "H", "H", "C", "N", "C"],
  "xyz": [[2.302, -1.489, 1.036], [0.744, 2.061, 0.456], [1.095, 0.029, 0.011], [-5.053, 0.587, 3.370], [1.365, 1.562, 2.506], [2.423, 1.121, 3.208], [-4.446, 1.333, 3.444], [0.293, -0.615, -3.066], [-0.050, -0.784, -2.039], [0.242, -0.335, 0.638], [2.462, 1.732, 0.355], [-2.102, -1.495, -2.633], [3.212, -0.506, -0.089], [1.172, 0.847, -1.779], [-1.562, -0.771, -1.991], [0.262, -1.715, -1.566], [2.121, -1.776, -0.711], [-1.841, -0.951, -0.944], [-4.809, 0.256, 2.509], [-2.024, 0.193, -2.246], [1.521, 1.328, 0.727], [0.429, 0.390, -1.252], [2.243, -1.003, 0.055]]
}

No. 2
{
  "formula": "C44H110O11",
  "method": "ωB97M-V/def2-TZVPD",
  "smiles": "CCOCC.CCOCC.CCOCC.CCOCC.CCOCC.CCOCC.CCOCC.CCOCC.CCOCC.CCOCC.CCOCC",
  "gap_ev": 10.116,
  "energy_ev": -69928.496,
  "homo_ev": -9.5,
  "charge": 0,
  "e_lumo_ev": 0.6,
  "species": ["H", "H", "H", "H", "H", "H", "C", "C", "H", "H", "C", "H", "C", "C", "H", "H", "H", "H", "H", "C", "H", "H", "C", "H", "H", "C", "O", "C", "H", "C", "O", "H", "C", "H", "O", "H", "H", "H", "H", "H", "H", "H", "H", "H", "H", "H", "H", "H", "H", "H", "C", "H", "H", "H", "O", "C", "H", "H", "H", "H", "H", "H", "H", "C", "H", "H", "C", "H", "H", "C", "H", "C", "H", "H", "H", "C", "H", "H", "H", "H", "H", "H", "C", "C", "O", "H", "C", "C", "C", "H", "H", "C", "C", "O", "H", "H", "H", "H", "H", "C", "C", "H", "H", "C", "C", "H", "C", "C", "H", "H", "C", "H", "C", "H", "H", "H", "H", "O", "H", "H", "O", "O", "H", "H", "C", "H", "H", "O", "H", "C", "H", "C", "C", "H", "H", "C", "H", "H", "C", "C", "C", "O", "H", "H", "C", "H", "H", "H", "H", "C", "H", "C", "H", "H", "H", "H", "H", "H", "H", "H", "H", "H", "H", "H", "H"],
  "xyz": [[4.468, -5.806, 2.262], [1.172, -7.550, 3.565], [6.530, -5.859, 3.910], [1.434, -0.522, 0.718], [0.240, -2.323, 1.645], [3.533, -0.645, 2.748], [-3.348, 1.403, 2.356], [-3.351, -4.736, 0.947], [3.598, 6.237, 1.478], [4.929, -4.694, -4.144], [1.448, -4.006, -0.863], [4.065, -5.048, 3.782], [-0.214, -1.343, 1.789], [-2.002, -1.832, -2.756], [-0.597, 7.245, 3.124], [2.166, -4.177, -0.060], [-1.328, 7.989, -0.617], [5.519, 2.247, -1.094], [-0.431, -5.157, -6.009], [0.724, 1.185, -3.703], [5.066, -1.239, 2.089], [-1.265, -1.438, 1.515], [-1.832, -3.335, -2.673], [-1.636, -3.950, 3.017], [-3.864, -2.137, 0.500], [-4.674, -2.857, 0.380], [1.464, 7.376, 2.671], [5.140, -3.679, -3.808], [2.902, 4.613, 1.358], [-0.881, 7.077, -0.221], [-0.228, 6.463, -1.231], [-2.161, 2.248, -4.490], [0.838, 1.843, 0.513], [-3.930, 1.296, 5.122], [-4.086, -4.090, -0.047], [-2.417, -4.180, 1.028], [-2.450, 0.468, 4.690], [-3.961, -4.882, 1.839], [1.616, -4.893, 3.311], [0.878, 5.328, 2.486], [1.020, -4.956, -1.181], [-2.262, 1.436, 2.448], [0.094, 0.476, -4.241], [1.186, -3.109, -2.858], [-0.258, -3.319, 3.719], [-5.197, -0.870, 5.080], [-3.875, -1.687, 4.378], [-2.481, -1.567, -3.699], [-3.246, 0.154, 0.594], [-1.505, 4.346, -2.434], [6.221, -4.970, 3.359], [-5.134, -1.897, -1.605], [-1.015, -1.371, -2.762], [4.577, 1.352, -3.306], [-3.205, 3.654, -3.340], [1.697, 6.044, -2.510], [2.317, 6.439, -3.314], [0.580, -4.924, 1.980], [5.733, -3.151, -4.554], [2.096, -2.068, -1.828], [-2.803, -3.807, -2.825], [-1.759, 6.654, -3.475], [4.203, 0.441, -1.863], [-2.048, 4.511, -3.365], [3.258, -2.659, -4.357], [1.041, 9.648, 4.000], [-1.764, -4.057, 5.139], [-4.757, 1.167, 0.660], [-6.194, -1.510, -0.276], [3.813, -2.789, 2.915], [-2.572, -4.790, 5.130], [-3.529, 0.469, 4.535], [-1.470, -3.663, -1.699], [2.743, -2.984, 2.993], [-0.634, 3.091, -0.418], [2.666, 5.675, 1.418], [-3.740, 0.494, -4.196], [6.898, -4.839, 2.515], [0.413, 7.749, -2.784], [3.875, 2.452, -0.468], [-0.091, -5.283, -2.937], [-6.431, -3.000, -0.953], [0.163, 3.174, 0.321], [1.041, -6.910, 2.692], [-1.095, -3.720, -3.843], [-2.402, 6.302, 1.215], [-2.790, 2.325, -3.603], [4.487, 2.460, -1.370], [2.130, 0.704, -3.604], [1.927, -6.996, 2.062], [1.090, 5.318, -3.051], [0.128, 9.165, 3.654], [3.998, -1.442, 2.166], [2.663, 1.605, -2.622], [-0.234, 7.227, 0.644], [-3.310, 6.276, -2.773], [-0.740, 9.368, 4.282], [1.543, 1.890, 1.343], [-0.076, -0.968, 2.803], [3.837, -2.890, -3.462], [0.065, -5.432, -5.079], [2.359, 5.521, -1.820], [4.099, -1.954, -2.969], [4.757, -5.003, 2.941], [4.038, 1.398, -2.359], [-1.606, -5.706, -3.731], [-2.037, 6.198, 0.193], [0.322, 7.648, 3.548], [1.323, 1.598, -0.432], [4.573, 3.489, -1.721], [1.913, -3.120, -2.047], [0.221, -6.507, -5.161], [1.745, 5.981, 2.584], [4.232, -2.710, 3.918], [-3.790, -6.702, 0.281], [-1.349, 4.273, -4.167], [-4.467, 1.153, -2.772], [4.515, -3.834, 2.244], [0.926, 3.876, -0.018], [-1.195, -4.262, 6.046], [-0.361, -5.427, 3.785], [-0.107, 0.856, 0.906], [6.457, -4.084, 3.948], [1.008, -4.885, -5.086], [0.814, 7.183, -1.944], [-4.726, 1.952, -4.401], [-3.026, 6.095, -4.462], [3.080, -3.715, -2.589], [-3.737, -1.180, 6.009], [-4.108, -0.851, 5.038], [-3.205, 1.864, 0.287], [0.755, -5.439, 2.924], [-2.567, 5.923, -3.488], [-1.684, 5.169, 0.273], [-2.885, 6.213, -0.492], [-2.933, -6.043, 0.419], [0.527, 7.157, 4.499], [2.623, 0.762, -4.574], [-0.695, -5.115, -3.828], [0.345, -0.484, 0.691], [-5.613, -2.318, -0.721], [-3.912, 0.424, 3.184], [0.300, 1.348, -2.712], [2.199, 5.668, 3.524], [-0.966, -4.137, 3.856], [-2.172, -3.063, 5.320], [0.546, 2.145, -4.186], [2.187, 5.979, 0.486], [2.230, -0.280, -3.145], [-3.694, 1.101, 0.893], [5.739, -3.797, -2.904], [-4.037, 1.435, -3.733], [-2.252, -6.512, 1.130], [-2.198, 1.983, -2.754], [-2.487, -5.952, -0.571], [-3.662, 2.400, 2.662], [-0.165, 9.597, 2.697], [1.378, 7.847, -1.288], [0.121, -0.804, -0.327], [0.607, -3.583, -0.314], [0.244, -7.443, 2.175], [-2.537, -1.385, -1.918], [-5.240, -2.997, 1.301], [-0.366, 3.528, 1.206], [3.638, -1.545, 1.143]]
}

No. 3
{
  "formula": "C3H12NO3",
  "method": "ωB97M-V/def2-TZVPD",
  "gap_ev": 8.329,
  "energy_ev": -10938.942,
  "homo_ev": -4.2,
  "charge": -1,
  "e_lumo_ev": 4.1,
  "species": ["O", "H", "O", "N", "C", "H", "H", "C", "H", "H", "H", "H", "H", "O", "H", "H", "C", "H", "H"],
  "xyz": [[0.271, 0.310, -3.534], [0.640, 0.398, -2.597], [0.824, 1.788, 1.102], [0.201, -1.105, 0.699], [-0.940, -1.367, -0.141], [-0.773, 1.711, 2.404], [2.203, 0.646, -1.220], [-0.130, -0.303, 1.869], [-1.086, -0.666, 2.281], [-1.107, 1.181, 0.740], [-1.446, -0.471, -0.523], [0.845, -0.553, 0.118], [-0.643, -1.942, -1.003], [1.298, 0.718, -1.171], [0.650, -0.433, 2.620], [0.304, -0.622, -3.760], [-0.360, 1.175, 1.541], [0.909, 1.482, 0.140], [-1.661, -1.946, 0.435]]
}